ORCA calculation (ωB97M-V/def2-TZVPD) on C32H49BKN5OPS3 as an isolated structure in a non-equilibrium geometry.

Last column: Mulliken charge in e.
CARTESIAN COORDINATES (ANGSTROEM)
K: 0.2886 -0.3206 -1.4270  0.979
C: 0.9807 -4.0938 -1.1880  -1.129
N: 1.8011 -3.4397 -2.1812  0.371
C: 3.1626 -3.2417 -2.0993  -0.336
C: 3.5055 -2.4811 -3.1615  -0.766
N: 2.3779 -2.2195 -3.8965  0.314
B: 2.3928 -1.4167 -5.2320  -0.058
N: 1.4761 -0.1579 -5.1197  0.281
C: 0.3713 0.0374 -5.9061  -0.587
C: -0.1717 1.2368 -5.6049  -0.418
N: 0.6126 1.7772 -4.6065  0.352
C: 0.4069 3.0431 -3.9508  -0.982
C: 1.6204 0.9127 -4.3118  -0.286
S: 2.7771 1.1900 -3.0936  -0.360
C: 1.3259 -2.8113 -3.2892  -0.334
S: -0.3157 -2.7723 -3.7495  -0.400
H: 1.6277 -4.7199 -0.5756  0.388
H: 0.2257 -4.7002 -1.6852  0.335
H: 0.4976 -3.3436 -0.5519  0.354
H: 3.7383 -3.6200 -1.2757  0.529
H: 4.4526 -2.0704 -3.4533  0.459
H: 1.9465 -2.0867 -6.1326  -0.192
H: 3.5364 -1.0793 -5.4215  -0.186
H: 0.0520 -0.7249 -6.5890  0.444
H: -1.0473 1.7373 -5.9731  0.438
H: -0.3536 3.5957 -4.5015  0.322
H: 1.3401 3.6059 -3.9305  0.380
H: 0.0748 2.8913 -2.9210  0.245
C: -1.2198 0.2560 3.2773  -2.103
C: 0.3089 0.3568 3.2194  2.334
C: 0.8229 0.6053 4.6396  -2.022
C: 0.6096 1.5918 2.3607  -2.001
P: 0.9560 -1.1839 2.2529  0.308
N: 0.5691 -1.1300 0.7680  -0.303
C: 0.2409 -2.7079 3.1674  2.448
C: 0.2306 -2.6984 4.6981  -1.949
C: 1.0367 -3.9384 2.7168  -2.013
C: -1.1902 -2.9027 2.6467  -1.839
C: 2.8440 -1.2474 2.5430  2.477
C: 3.4067 -2.2505 1.5292  -2.238
C: 3.3508 -1.6009 3.9428  -1.985
C: 3.4272 0.1184 2.1584  -2.038
H: -1.6246 1.2215 3.5988  0.604
H: -1.5679 -0.4912 3.9886  0.281
H: -1.6270 0.0195 2.2936  0.373
H: 0.2898 1.4582 5.0745  0.520
H: 1.8834 0.8521 4.6577  0.299
H: 0.6632 -0.2461 5.3023  0.277
H: -0.0304 2.4176 2.6902  0.497
H: 0.4027 1.3651 1.3146  0.256
H: 1.6402 1.9259 2.4406  0.124
H: 1.2225 -2.5523 5.1285  0.244
H: -0.1372 -3.6655 5.0598  0.528
H: -0.4297 -1.9339 5.1052  0.298
H: 2.0267 -3.9909 3.1690  0.263
H: 1.1496 -3.9552 1.6332  0.115
H: 0.4934 -4.8399 3.0161  0.692
H: -1.9019 -2.2236 3.1110  0.283
H: -1.5160 -3.9227 2.8688  0.559
H: -1.2150 -2.7368 1.5690  0.209
H: 3.3003 -3.2831 1.8587  0.301
H: 4.4727 -2.0591 1.3828  0.517
H: 2.8937 -2.1294 0.5750  0.401
H: 3.0965 -2.6186 4.2374  0.298
H: 2.9754 -0.9247 4.7112  0.254
H: 4.4438 -1.5290 3.9559  0.519
H: 3.0584 0.4416 1.1854  0.245
H: 4.5150 0.0282 2.0966  0.679
H: 3.2080 0.8914 2.8937  0.289
O: -1.6201 1.1425 -1.7352  -0.806
S: -2.2471 1.7709 -0.5323  1.014
C: -2.1009 3.5377 -0.7329  0.000
C: -2.4622 4.1501 -1.9277  -0.511
C: -2.2660 5.5111 -2.0673  -0.613
C: -1.7172 6.2459 -1.0201  -0.447
C: -1.3548 5.6243 0.1623  -0.500
C: -1.5404 4.2540 0.3095  -0.013
C: -4.0151 1.6197 -0.7837  0.039
C: -4.4570 0.8530 -1.8474  -0.135
C: -5.8251 0.6764 -2.0191  -0.674
C: -6.7201 1.2542 -1.1346  -0.395
C: -6.2583 2.0128 -0.0649  -0.593
C: -4.8993 2.1953 0.1188  -0.534
H: -2.8696 3.5542 -2.7332  0.467
H: -2.5343 6.0034 -2.9922  0.410
H: -1.5626 7.3101 -1.1370  0.375
H: -0.9116 6.1964 0.9658  0.418
H: -1.2303 3.7416 1.2105  0.324
H: -3.7327 0.4048 -2.5124  0.468
H: -6.1856 0.0783 -2.8450  0.413
H: -7.7834 1.1090 -1.2707  0.372
H: -6.9594 2.4583 0.6283  0.381
H: -4.5288 2.7809 0.9502  0.378

Cartesian forces (eV/Å) of the 2 atoms listed first:
K 0.741 -0.392 -1.173
C -0.092 0.044 0.065

Energy relative to the best compared isomer or geometry (same formula, charge and spin) ... 0.00 kJ/mol
F_max ... 0.0280 Eh/bohr
E_tot ... -102277.1305 eV
HOMO ... -4.012 eV
Total charge ... -1
HOMO-LUMO gap ... 5.98 eV

=====

ORCA calculation (ωB97M-V/def2-TZVPD) on a 5-piece molecular cluster, C32H49ClF5NO8 overall in a non-equilibrium geometry.

Last column: Mulliken charge in e.
CARTESIAN COORDINATES (ANGSTROEM)
O: 2.5334 1.9091 5.3346  -0.361
N: 1.4229 1.5558 5.4356  0.215
O: 1.3841 0.1671 5.5384  -0.143
C: 0.0846 -0.3272 5.2104  -0.903
C: -0.2708 -0.1473 3.7467  0.893
C: 0.5441 -0.4774 2.7526  1.155
Cl: 2.1039 -1.2047 2.9462  -0.251
C: 0.1066 -0.2197 1.3309  0.209
O: 0.6019 -0.8401 0.4108  -0.635
C: -0.9302 0.8597 1.1039  0.728
C: -0.8795 1.4966 -0.2541  -1.293
C: 0.4909 2.1562 -0.5804  -0.650
C: 0.9162 3.2452 0.3915  0.109
C: 1.0264 4.5404 -0.0839  -0.651
C: 1.4408 5.5531 0.7393  -0.721
C: 1.7611 5.3335 2.0563  -0.622
C: 1.6217 4.0544 2.5544  -0.743
C: 1.2066 3.0458 1.7261  0.703
C: -1.7714 1.1816 2.0958  0.698
C: -2.8159 2.2653 1.8611  -1.033
C: -3.7442 2.5669 3.0515  -0.501
C: -4.8684 3.5189 2.5166  -1.225
C: -5.3137 4.5560 3.5282  0.650
F: -5.6865 3.9464 4.6746  -0.288
F: -6.4460 5.1493 3.0286  -0.334
C: -4.3131 5.7103 3.7689  0.730
F: -3.6649 6.0449 2.6518  -0.260
F: -3.3957 5.3541 4.6850  -0.250
F: -4.9226 6.7995 4.2351  -0.251
C: -1.6236 0.4307 3.3817  -1.061
O: -2.5359 0.2128 4.1648  -0.687
H: -0.6419 0.2262 5.8152  0.362
H: 0.0794 -1.3888 5.4639  0.313
H: -1.0172 0.6806 -0.9800  0.265
H: -1.6795 2.2128 -0.4488  0.513
H: 0.3958 2.6231 -1.5614  0.650
H: 1.2481 1.3709 -0.5585  0.164
H: 0.7820 4.7594 -1.1197  0.366
H: 1.5338 6.5628 0.3456  0.368
H: 2.1199 6.1035 2.7303  0.424
H: 1.8470 3.8781 3.6014  0.338
H: 1.1125 2.0555 2.1653  0.368
H: -3.4590 1.9520 1.0278  0.375
H: -2.3108 3.1940 1.5709  0.545
H: -4.2680 1.6786 3.4009  0.393
H: -3.2039 3.0697 3.8566  0.353
H: -5.7195 2.9514 2.1351  0.525
H: -4.4448 4.0472 1.6541  0.422
C: 1.1711 -3.7624 -2.0594  -0.697
C: 2.4678 -4.2224 -1.4140  0.483
C: 2.2018 -5.1016 -0.2009  -1.271
O: 3.2371 -3.0852 -1.0235  -0.549
H: 0.5832 -3.1673 -1.3536  0.081
H: 1.3729 -3.1268 -2.9214  0.019
H: 0.5668 -4.6113 -2.3878  0.426
H: 3.0657 -4.7746 -2.1420  0.295
H: 1.6427 -4.5485 0.5593  0.180
H: 3.1407 -5.4165 0.2573  0.332
H: 1.6313 -5.9916 -0.4740  0.382
H: 2.7196 -2.5856 -0.3797  0.315
C: 2.1905 -2.3344 -7.5046  -1.402
C: 2.3092 -2.9824 -6.1339  0.865
C: 2.4542 -4.4922 -6.2437  -1.402
O: 1.1509 -2.6594 -5.3569  -0.511
H: 1.3041 -2.7016 -8.0298  0.352
H: 2.0803 -1.2531 -7.4079  0.303
H: 3.0686 -2.5417 -8.1183  0.387
H: 3.1695 -2.5719 -5.6061  0.086
H: 1.5780 -4.9301 -6.7306  0.349
H: 2.5278 -4.9418 -5.2523  0.282
H: 3.3421 -4.7639 -6.8166  0.383
H: 0.3884 -3.0210 -5.8214  0.330
C: 3.3735 1.6466 -4.9202  -1.394
C: 3.4975 0.9687 -3.5640  0.284
C: 3.6385 -0.5364 -3.6934  -0.857
O: 2.3465 1.2452 -2.7684  -0.400
H: 2.4883 1.2849 -5.4520  0.315
H: 3.2575 2.7251 -4.8008  0.343
H: 4.2523 1.4570 -5.5391  0.404
H: 4.3590 1.3761 -3.0327  0.329
H: 2.7585 -0.9679 -4.1785  -0.094
H: 3.7130 -0.9967 -2.7072  0.248
H: 4.5246 -0.8072 -4.2727  0.508
H: 1.5798 0.8866 -3.2295  0.274
C: -3.8204 -3.1105 1.4313  -1.330
C: -2.4905 -3.5784 2.0019  0.426
C: -2.6931 -4.5556 3.1491  -1.402
O: -1.7411 -2.4512 2.4572  -0.195
H: -4.4061 -2.5907 2.1951  0.306
H: -3.6587 -2.4041 0.6151  0.285
H: -4.4072 -3.9498 1.0549  0.432
H: -1.9007 -4.0527 1.2160  0.302
H: -3.2437 -4.0814 3.9666  0.345
H: -1.7315 -4.8754 3.5530  0.321
H: -3.2457 -5.4383 2.8241  0.429
H: -2.2516 -2.0207 3.1542  0.135

Cartesian forces (eV/Å) of the 2 atoms listed first:
O -0.276 0.210 0.275
N 0.321 -0.044 -0.337

F_max ... 0.0362 Eh/bohr
E_tot ... -77956.0286 eV
HOMO ... -9.116 eV
SMILES string ... O=NOCC1=C(Cl)C(=O)C(CCc2ccccc2)=C(CCCC(F)(F)C(F)(F)F)C1=O.CC(C)O.CC(C)O.CC(C)O.CC(C)O
Total charge ... 0
HOMO-LUMO gap ... 7.80 eV